No. 1
80
Properties=species:S:1:pos:R:3:forces:R:3 method="wB97M-V/def2-TZVPD" total_charge=-1 total_energy_ha=-7719.3719 homo_ev=-4.6254 lumo_ha=0.0616 multiplicity=1 fmax_ev_per_a=3.49
Cd -0.37256 2.19739 0.35676 0.9 -0.3 0.7
C 3.91275 0.60885 -4.06857 -0.8 -1.3 0.9
C 2.81969 -0.01313 -3.41312 -0.2 -0.4 -1.0
C 2.12136 0.63025 -2.38622 2.4 0.9 0.7
C 2.75375 1.81071 -1.84244 0.0 -0.6 -3.4
C 3.83477 2.42309 -2.55133 -1.3 -0.6 1.1
C 4.40965 1.81795 -3.63634 -0.2 0.1 0.0
N 2.15993 2.37269 -0.75108 0.3 2.8 2.0
N 2.60462 3.54183 -0.41472 -0.3 -2.7 -1.7
C 2.15997 3.99564 0.81091 0.0 0.9 0.9
C 2.90380 5.07924 1.33803 0.2 -0.9 1.1
C 2.78608 5.35922 2.71449 -1.1 -1.2 -0.6
C 1.89287 4.57865 3.46261 -0.8 -0.3 -1.0
C 0.98150 3.71679 2.82703 0.6 -0.4 0.2
C 1.11899 3.36778 1.49786 -0.5 0.8 -0.7
H 4.40648 0.02238 -4.81693 0.2 0.0 -0.5
H 2.52808 -1.03910 -3.78786 0.1 1.4 0.5
H 1.29001 0.20174 -1.84843 -0.2 -0.1 -0.1
H 4.16806 3.37382 -2.19875 0.3 0.3 0.2
H 5.24712 2.30527 -4.10159 0.2 0.0 -0.3
H 3.73691 5.47419 0.76872 -0.3 0.3 -0.2
H 3.30974 6.13237 3.21782 0.8 0.5 0.1
H 1.83418 4.55833 4.52813 0.2 0.7 0.7
H 0.22192 3.16781 3.38503 0.2 0.3 0.2
O -1.10248 3.20761 -1.62212 -1.0 -0.5 -0.3
C -1.95786 2.74251 -2.39596 2.1 0.1 0.8
C -2.41513 1.38892 -2.51709 0.4 -0.5 0.1
C -3.24283 1.11758 -3.60642 0.1 1.7 -0.2
C -3.76390 -0.13714 -3.77392 -1.0 -0.1 -1.9
C -3.52495 -1.16653 -2.86065 0.4 -0.9 1.3
C -2.79502 -0.87709 -1.70843 -0.7 -0.1 -2.2
C -2.02168 0.30647 -1.65388 1.3 0.5 2.7
O -1.07189 0.33479 -0.74687 -1.5 0.6 -1.7
N -4.66713 -0.35991 -4.95368 0.3 0.2 -0.5
O -5.06853 -1.52901 -5.17447 0.6 2.8 0.2
O -4.92362 0.66675 -5.64504 0.1 -2.8 1.2
H -2.28689 3.44041 -3.14188 -0.8 0.4 -0.7
H -3.36983 2.01197 -4.28057 -0.4 -1.5 0.5
H -3.83847 -2.21653 -3.04847 -0.3 1.1 0.2
H -2.73959 -1.52195 -0.86957 0.4 -0.8 0.4
Br 0.01275 -0.77034 4.77413 0.5 -0.4 0.3
C -1.50133 0.09977 4.17589 -1.5 1.4 -1.6
C -2.73886 -0.05813 4.76728 -1.8 -0.1 0.2
C -3.90264 0.63200 4.32525 2.1 -0.7 0.0
Br -5.59101 0.36169 5.10004 -0.2 -0.2 0.4
C -3.76553 1.56105 3.28773 -0.8 1.9 0.0
C -4.70798 2.65206 3.09372 -0.1 -0.8 -1.2
C -4.49315 3.58601 2.07599 0.3 -1.4 0.7
C -3.34816 3.43186 1.25195 0.5 0.0 0.9
N -2.38690 2.56212 1.56166 -1.0 0.6 -1.2
C -2.55612 1.66245 2.54538 0.1 -0.1 1.2
C -1.38086 0.91919 2.98115 2.3 -1.3 0.0
O -0.24412 0.96366 2.37828 -2.1 0.0 0.4
H -2.87852 -0.76863 5.58531 0.2 0.2 -0.1
H -5.64914 2.57806 3.67475 0.8 0.6 -0.4
H -5.15536 4.41730 1.90462 -0.2 0.0 0.0
H -3.18734 4.13275 0.41854 0.1 -0.5 0.4
Te 2.04588 -2.47924 1.80027 -0.3 0.6 -0.2
C 3.26479 -3.52023 0.43668 -0.1 0.0 -1.8
C 3.62386 -4.81441 0.77781 0.1 0.2 1.0
C 4.53844 -5.50396 0.01009 0.5 0.4 -0.9
C 5.04393 -4.91381 -1.15559 1.1 -1.5 -0.5
C 4.55761 -3.69745 -1.63348 0.8 0.4 -0.6
C 3.66315 -3.00731 -0.85478 -1.3 1.0 2.0
C 0.31986 -3.57446 1.27081 -1.3 0.2 -1.1
C -0.04959 -4.63852 2.09472 0.2 0.2 -0.2
C -1.03717 -5.53214 1.72317 -0.6 -0.4 -0.6
C -1.69887 -5.35844 0.48652 0.5 -0.3 1.0
C -1.38773 -4.27994 -0.33496 -1.1 0.7 -1.0
C -0.43716 -3.32488 0.07502 1.1 -1.7 0.6
H 3.27230 -5.23112 1.73728 0.2 0.2 -0.6
H 4.91699 -6.45612 0.34872 0.0 -0.2 -0.1
H 5.86655 -5.48423 -1.69462 -1.2 0.9 0.5
H 4.95192 -3.19511 -2.55475 -0.4 -0.8 0.8
H 3.25718 -2.00582 -1.14891 0.6 -1.0 0.2
H 0.49803 -4.78740 3.00946 0.1 -0.1 0.2
H -1.25089 -6.41395 2.36521 0.0 0.8 -0.5
H -2.42661 -6.10787 0.20634 -0.1 0.1 -0.2
H -1.98460 -4.14828 -1.32389 1.3 -0.2 1.8
H -0.11347 -2.58079 -0.63379 -0.1 0.5 0.2

No. 2
24
Properties=species:S:1:pos:R:3:forces:R:3 method="wB97M-V/def2-TZVPD" total_charge=+1 total_energy_ha=-367.9525 homo_ev=-15.0249 lumo_ha=-0.1165 multiplicity=1 fmax_ev_per_a=1.39
C -1.13322 2.20998 0.08136 0.3 0.0 0.2
O -2.33497 2.40206 -0.64409 -0.1 0.0 0.3
C -0.92327 0.69592 0.31720 -0.8 0.2 -1.1
C 0.50182 0.28259 -0.03231 -0.5 -0.2 0.3
C 1.11323 -0.97651 0.57506 0.6 0.2 0.1
C 2.65056 -0.88673 0.46940 -0.3 0.1 0.2
C 0.62006 -2.27839 -0.07945 -0.3 0.4 0.7
N -1.90697 0.00566 -0.65125 0.4 -0.9 -0.2
H -0.29071 2.60963 -0.47667 0.2 0.0 -0.2
H -1.13345 2.72843 1.03832 -0.2 0.0 0.2
H -2.54354 3.34084 -0.65922 -0.1 0.0 -0.1
H -1.31197 0.39403 1.27810 0.4 -0.1 0.5
H 1.10156 1.13395 0.21593 0.5 0.5 0.4
H 0.54037 0.24667 -1.10930 0.2 -0.1 -0.7
H 0.91102 -0.94255 1.65039 -0.3 -0.2 -0.1
H 3.10947 -1.49147 1.24220 0.1 -0.3 0.0
H 3.00000 -1.24814 -0.49679 0.1 0.2 -0.1
H 2.99097 0.13418 0.65164 0.1 0.0 -0.2
H 1.26572 -2.55301 -0.90212 0.0 -0.1 -0.3
H 0.57644 -3.09884 0.62962 0.2 -0.1 0.1
H -0.40410 -2.17519 -0.43277 -0.1 -0.2 -0.2
H -2.81240 -0.17043 -0.21913 -0.1 0.2 0.0
H -2.06457 0.53593 -1.51115 -0.1 0.3 0.2
H -1.52205 -0.89861 -0.93497 0.0 0.0 0.2

No. 3
16
Properties=species:S:1:pos:R:3:forces:R:3 method="wB97M-V/def2-TZVPD" total_charge=0 total_energy_ha=-1489.3202 homo_ev=-8.3299 lumo_ha=-0.0009 multiplicity=1 fmax_ev_per_a=3.63
C -1.27434 -0.73474 -0.17225 -3.5 0.5 -1.0
C -0.08636 -1.51079 -0.17671 2.9 -1.4 0.7
C -1.26551 0.57377 0.15900 1.2 0.3 0.5
C 1.13453 -0.91143 0.05297 -0.7 -0.4 -1.4
C 0.03490 1.26404 0.75132 -0.5 0.1 -1.7
C 1.23469 0.60160 0.05292 1.0 -0.2 1.6
S 2.69785 -1.75774 -0.24699 -0.3 1.1 1.2
S 1.47729 1.20715 -1.60691 -0.6 -1.6 -1.4
Cl 2.93369 0.97530 0.87627 -1.4 0.2 0.4
H -2.29946 -1.23925 -0.54543 2.5 1.2 1.0
H -0.09384 -2.64788 -0.33467 -0.2 1.9 0.3
H -2.14691 1.19556 0.19749 -0.2 -0.2 -0.1
H 0.12979 2.38539 0.53888 -0.6 -1.6 0.5
H -0.06489 1.05300 1.81110 0.6 0.1 0.3
H 2.00840 -2.49293 -1.02989 -0.4 -1.7 -1.3
H 1.72586 2.42399 -1.26971 0.3 1.5 0.5

No. 4
13
Properties=species:S:1:pos:R:3:forces:R:3 method="wB97M-V/def2-TZVPD" total_charge=+3 total_energy_ha=-546.6765 homo_ev=-24.8294 lumo_ha=-0.7554 multiplicity=1 fmax_ev_per_a=2.32
Al -12.84400 27.91732 -7.12527 0.2 0.1 -0.9
O -13.78464 27.48581 -9.79512 0.6 1.3 1.7
H -14.72964 27.58063 -9.91438 -1.1 -0.4 0.1
H -13.43744 27.40595 -10.68355 0.8 -0.7 -0.9
O -12.33044 28.91975 -4.41894 0.8 -0.8 -2.1
H -12.47451 28.57649 -3.53709 -0.7 -0.9 0.9
H -12.20753 29.86065 -4.29310 -0.1 1.2 -0.1
O -10.71495 26.17015 -8.15136 -2.2 0.4 0.7
H -10.16481 26.09639 -8.93119 0.6 0.6 -1.1
H -10.23311 25.69809 -7.47223 0.6 -0.4 0.9
O -14.32329 30.02094 -8.59553 1.2 -0.6 1.6
H -15.21581 30.16737 -8.90891 -1.3 -0.3 -0.2
H -13.76919 30.48262 -9.22488 0.7 0.4 -0.7

No. 5
15
Properties=species:S:1:pos:R:3:forces:R:3 method="wB97M-V/def2-TZVPD" total_charge=+1 total_energy_ha=-287.6803 homo_ev="-14.2344 / -13.3083" lumo_ha="-0.2174 / -0.2037" multiplicity=1 fmax_ev_per_a=9.19
C -1.16736 -1.24013 -0.16580 -1.8 -0.6 -0.2
C 0.30279 -1.35722 0.09615 3.5 -5.1 -0.2
C -1.53899 0.97481 0.35333 0.2 -2.4 -1.9
C -2.12151 -0.26385 0.13240 4.9 1.4 0.7
C -0.22380 1.17515 -0.44639 -0.3 -1.8 -0.5
C 1.55113 -0.71604 0.20576 -9.1 0.5 -0.9
N 1.07472 0.75107 0.30459 0.6 -1.5 2.1
H -1.59517 -2.10249 -0.69618 0.7 0.0 0.3
H 0.54735 -2.50599 0.03739 -0.6 2.0 0.0
H -1.94085 1.75214 0.89497 -0.8 1.7 1.2
H -0.26979 0.49487 -1.34422 0.2 0.9 1.0
H -0.03791 2.14052 -0.82737 0.2 1.4 0.1
H 2.52019 -1.09925 0.10085 1.3 0.0 0.2
H 1.85651 1.24124 -0.01138 1.3 2.1 -0.4
H 1.04269 0.75517 1.36590 -0.3 1.2 -1.5

No. 6
29
Properties=species:S:1:pos:R:3:forces:R:3 method="wB97M-V/def2-TZVPD" total_charge=0 total_energy_ha=-798.5033 homo_ev=-9.5339 lumo_ha=-0.0638 multiplicity=1 fmax_ev_per_a=8.14
C 0.05213 -0.58001 0.94526 3.9 -2.0 -0.6
C 0.00831 0.05717 -0.35560 -0.3 2.6 1.1
C 1.43831 -1.02301 1.40484 0.0 -0.2 2.9
C 1.93277 -2.18360 0.50892 -0.4 1.0 4.8
C 3.16484 -2.81867 1.03648 4.0 -1.3 2.7
C -1.49095 1.58027 -1.29350 -2.6 -1.2 -1.7
C -0.67164 2.80415 -0.99003 1.7 4.1 -3.8
C -3.03713 1.89440 -1.47727 2.8 2.7 -6.2
H -1.31883 -1.39453 -0.51746 0.6 -1.6 4.8
H -2.13063 -1.34553 2.15457 2.4 -0.7 -2.9
H -0.32672 0.02070 1.65104 -0.9 2.8 2.2
H 1.18161 -1.36974 2.47058 0.8 0.0 -1.4
H 2.21587 -0.14369 1.63854 -1.7 -1.9 -1.2
H 2.19961 -1.67368 -0.32994 0.3 0.7 -2.9
H 1.25410 -3.02971 0.40447 -0.5 0.5 -0.3
H 3.59146 -2.60474 -0.96341 0.5 -3.9 3.9
H -2.13941 0.70051 0.33084 1.1 -1.3 0.9
H -1.23105 0.97516 -2.19793 0.5 1.6 0.2
H -3.49050 2.35470 -0.70542 -1.7 0.7 3.2
H -3.80539 1.26802 -2.24433 2.7 1.7 2.3
H -2.62380 3.08274 -1.98459 -2.4 -3.2 0.3
H -0.14523 3.91633 0.49592 -2.2 -1.8 0.2
N -0.79430 -1.70174 0.88472 -5.0 -1.1 -1.9
N -1.29992 0.69927 -0.23948 1.9 -0.4 -2.5
O 0.91259 0.22680 -1.19318 -3.2 -0.3 1.6
O 3.74100 -2.95686 2.17937 -3.4 0.7 -5.5
O 3.72781 -3.38931 -0.10159 0.6 3.2 -2.7
O -0.04716 3.47403 -1.94974 -3.2 -3.4 6.7
O -0.86778 3.16059 0.43789 3.7 1.8 -4.1

No. 7
11
Properties=species:S:1:pos:R:3:forces:R:3 method="wB97M-V/def2-TZVPD" total_charge=0 total_energy_ha=-302.2888 homo_ev=-10.5287 lumo_ha=-0.0365 multiplicity=1 fmax_ev_per_a=12.74
C -2.20715 -1.16012 0.01082 4.5 -2.7 1.9
C -0.48088 -1.06099 -0.18654 -0.1 -4.0 3.1
C 0.32307 -0.03008 0.12294 0.4 0.2 -1.8
C -0.24050 1.23583 0.01777 -9.4 8.7 -0.1
C 1.75828 -0.09949 0.03201 3.1 -1.5 0.3
H -2.41415 -0.13662 -0.18004 -1.4 0.4 -0.6
H -2.28364 -1.40842 1.18411 0.1 0.7 -2.6
H -2.57729 -2.11409 -0.53223 0.4 2.3 0.5
H 0.26006 -2.00535 0.02476 -2.5 1.5 -1.3
N -1.18193 2.09315 -0.04674 7.9 -6.5 0.5
N 2.91024 -0.32835 -0.02163 -3.0 0.9 0.1